(1)
This record from the OMol25 dataset describes a cluster of 2 separate species, CH7N2O in total. The level of theory is wB97M-V/def2-TZVPD.

Geometry as XYZ:
```
11
Properties=species:S:1:pos:R:3:forces:R:3
O -2.096286 -0.342261 0.537952 -0.256 -0.374 0.126
H -2.753623 -1.028756 0.756337 0.422 0.512 -0.110
N 0.613380 -1.093413 0.160225 -0.028 0.374 -0.358
C 1.134145 0.259892 0.082028 -0.299 0.590 1.180
N 0.206878 1.279972 -0.412440 0.362 0.356 -0.341
H 0.393798 -1.361284 -0.799018 0.038 -0.166 0.049
H -0.344288 -0.896619 0.526249 -0.341 -0.640 0.086
H 2.047123 0.345142 -0.489795 0.373 -0.198 -0.382
H 1.411248 0.552227 1.115304 -0.128 -0.096 -0.349
H -0.736571 1.119644 -0.063710 -0.088 -0.354 0.306
H 0.124197 1.165454 -1.413131 -0.054 -0.004 -0.208
```
Positions in Å, forces in eV/Å.

net charge = -1
orbital gap = 7.77 eV
ΔE to the lowest compared entry with this formula, charge and spin = 17.57 kJ/mol
LUMO energy = 4.72 eV
HOMO = -3.052 eV

(2)
This record from the OMol25 dataset describes a cluster of 2 separate species, CH7N2O in total. The level of theory is wB97M-V/def2-TZVPD.

Geometry as XYZ:
```
11
Properties=species:S:1:pos:R:3:forces:R:3
O -1.180736 0.278152 -1.906488 0.005 0.402 -0.068
H 0.183066 0.228129 -0.808324 -0.574 -0.203 0.301
H -1.281960 -0.026922 -2.820457 0.026 0.020 0.204
H -1.584789 1.161398 -1.878949 -0.018 -0.363 -0.172
N 0.671208 0.351173 0.112489 1.268 0.249 -1.778
C 0.174887 -0.504429 1.197735 -0.785 0.142 -0.013
N 0.985320 -0.805041 2.073747 0.565 -0.277 0.217
H 0.642147 1.358871 0.272578 -0.113 0.051 0.553
H 1.659200 0.130369 -0.105869 -0.274 0.049 0.573
H -0.878750 -0.744071 1.080460 -0.017 -0.100 0.030
H 0.610407 -1.427629 2.783079 -0.083 0.032 0.152
```
Positions in Å, forces in eV/Å.

net charge = +1
orbital gap = 12.40 eV
ΔE to the lowest compared entry with this formula, charge and spin = 132.83 kJ/mol
LUMO energy = -3.59 eV
HOMO = -15.989 eV

(3)
This record from the OMol25 dataset describes a structure of composition CH7N2O2PS. The level of theory is wB97M-V/def2-TZVPD.

Geometry as XYZ:
```
14
Properties=species:S:1:pos:R:3:forces:R:3
C -0.548910 1.275034 1.471204 4.071 1.327 0.602
N 0.589359 -2.203153 -1.026322 -0.816 0.199 -1.476
N -0.767820 -0.250890 -0.421292 0.376 -2.009 -0.083
O 0.239409 -1.152370 1.758564 0.126 -1.636 0.438
O 1.621981 0.341055 0.281544 -0.551 -0.931 0.351
P -0.611491 0.837762 -1.623148 0.655 0.011 -1.516
S 0.343144 -0.137039 0.787439 -0.437 4.375 -0.710
H -0.305810 2.255410 0.983640 0.071 -1.114 0.356
H -1.529659 1.086231 1.370798 -3.480 -0.719 -0.088
H -0.236328 1.257655 2.510130 -0.142 0.361 0.250
H 1.408737 -1.627588 -1.220051 0.199 -0.023 0.381
H 0.605076 -2.496370 -0.071814 0.363 -0.332 0.967
H -1.501478 0.311503 -2.617572 0.429 0.067 0.415
H 0.693790 0.502759 -2.183120 -0.864 0.424 0.112
```
Positions in Å, forces in eV/Å.

orbital gap (alpha / beta) = 8.22 / 8.94 eV
ΔE to the lowest compared entry with this formula, charge and spin = 230.81 kJ/mol
LUMO energy (alpha / beta) = -2.14 / -0.70 eV
HOMO (alpha / beta) = -10.359 / -9.641 eV

(4)
This record from the OMol25 dataset describes a cluster of 2 separate species, CH7N2S in total. The level of theory is wB97M-V/def2-TZVPD.

Geometry as XYZ:
```
11
Properties=species:S:1:pos:R:3:forces:R:3
S 0.597229 -1.850116 1.933852 0.131 -0.360 0.100
H 1.926437 -1.764443 1.762310 -0.011 0.044 -0.026
N -0.833117 0.684371 0.611875 -0.127 0.622 -0.475
C -0.615021 0.566885 -0.809291 0.850 0.104 -0.723
N 0.821016 0.458799 -1.159667 -0.415 -1.095 0.160
H -0.346268 -0.016206 1.153714 -0.319 -0.088 0.101
H -1.827416 0.729609 0.792582 0.118 -0.181 0.415
H -0.997455 1.467255 -1.296755 -0.151 0.006 0.161
H -1.087711 -0.288741 -1.296782 -0.337 -0.097 0.100
H 0.998398 -0.524629 -1.370745 -0.100 0.214 -0.427
H 1.363907 0.537215 -0.321093 0.360 0.830 0.613
```
Positions in Å, forces in eV/Å.

orbital gap (alpha / beta) = 10.02 / 6.28 eV
ΔE to the lowest compared entry with this formula, charge and spin = 22.83 kJ/mol
2S+1 = 2
LUMO energy (alpha / beta) = 0.82 / -2.89 eV
<S²> = 0.753
HOMO (alpha / beta) = -9.199 / -9.178 eV

no.,E_tot (eV)
1,-6178.15554
2,-6171.12932
3,-28344.70779
4,-14963.98404